# 1
# C12H20BClNO3

A gas-phase ion, C12H20BClNO3 (charge +1) at a distorted geometry (ωB97M-V/def2-TZVPD, OMol25).

ORCA input file:
```
! RIJCOSX wB97M-V def2-TZVPD def2/J DEFGRID3
* xyz 1 1
Cl 0.01 3.40 -0.21
O 2.64 -2.91 3.33
O 0.57 -4.22 2.78
O -2.17 1.47 2.50
N -0.15 0.61 -0.05
C -0.40 1.61 -2.45
C 2.42 1.19 -0.73
C 1.30 0.34 0.03
C 3.17 0.12 -1.73
C 1.88 -0.84 0.89
C -3.15 1.19 1.47
C -1.49 0.48 -2.94
C -0.64 1.78 -0.85
C -1.06 -0.28 0.66
C -0.58 -1.48 1.54
C -2.67 -0.12 0.61
C 0.94 -1.78 1.68
B 1.39 -3.02 2.62
H -2.57 0.79 -2.74
H 0.41 -4.56 1.87
H -2.96 0.08 -0.47
H 3.01 -1.04 0.93
H -1.17 -0.49 -2.41
H 3.37 0.68 -2.72
H 2.39 -0.69 -2.00
H -3.20 -1.07 0.96
H -1.79 1.92 -0.76
H -1.32 -2.16 2.10
H -4.18 0.99 1.93
H -1.82 2.38 2.32
H 4.11 -0.33 -1.27
H -1.25 0.33 -4.06
H -0.67 2.59 -2.96
H 2.03 2.01 -1.41
H 3.24 1.54 -0.01
H 2.97 -3.81 3.53
H 0.62 1.18 -2.72
H -3.24 2.09 0.77
*
```

For the HOMO energy, the calculation gives -12.9 eV. For the LUMO energy, the calculation gives -4.74 eV. For the energy above the lowest of the compared OMol25 structures with the same formula, charge and spin, the calculation gives 0.0 kcal per mole. The SMILES is CCc1cc(B(O)O)cc(CCO)[n+]1[C@@H](Cl)CC. The calculation puts the energy at -33591.21092 eV. The gap between HOMO and LUMO comes out at 0.2996 Ha.

***

# 2
# C12H20ClI2OP2Rh

A molecular structure, C12H20ClI2OP2Rh at a distorted geometry (ωB97M-V/def2-TZVPD, OMol25).

ORCA input file:
```
! RIJCOSX wB97M-V def2-TZVPD def2/J DEFGRID3
* xyz 2 5
I -0.58 -2.49 -0.87
I -0.41 2.90 -1.19
Rh -0.46 0.19 -0.91
Cl 1.97 0.20 -1.00
P -0.73 0.06 1.52
P -0.17 0.23 -3.29
O -3.47 0.24 -0.94
C 2.26 0.27 4.31
C 2.42 -1.89 3.24
C 1.26 0.65 3.41
C 2.83 -0.99 4.22
C -1.45 1.67 2.02
C -1.79 0.22 -4.13
C 1.43 -1.51 2.34
C 0.72 -1.19 -3.99
C 0.70 1.66 -4.01
C 0.82 -0.26 2.45
C -1.84 -0.96 2.59
C -2.32 0.18 -0.99
H -2.90 -0.85 2.34
H -2.35 -0.68 -3.84
H 2.57 0.96 5.08
H -2.36 1.11 -3.84
H 3.63 -1.29 4.90
H 0.77 1.62 3.47
H 1.65 1.79 -3.48
H -1.58 -2.03 2.59
H -1.75 1.72 3.08
H 0.89 1.48 -5.07
H 2.87 -2.88 3.16
H -1.63 0.22 -5.21
H -0.83 2.51 1.72
H -2.36 1.74 1.41
H 0.92 -0.99 -5.05
H 1.07 -2.19 1.56
H 0.13 -2.10 -3.89
H -1.70 -0.57 3.61
H 0.11 2.57 -3.89
H 1.66 -1.30 -3.45
*
```

For the HOMO energy (spin up / spin down), the calculation gives -14.8 / -15.1 eV. As for the expectation value of S²: 6.030. For the LUMO energy (spin up / spin down), the calculation gives -7.46 / -11.42 eV. The calculation puts the energy at -65108.70972 eV. The gap between HOMO and LUMO (spin up / spin down) comes out at 0.2699 / 0.1348 Ha.

***

# 3
# C12H20CrN2O5SSe2

A molecular structure, C12H20CrN2O5SSe2 at a distorted geometry (ωB97M-V/def2-TZVPD, OMol25).

ORCA input file:
```
! RIJCOSX wB97M-V def2-TZVPD def2/J DEFGRID3
* xyz 0 5
Se 10.78 6.28 12.57
Se 8.44 9.73 10.61
Cr 6.54 8.79 9.15
S 4.56 8.35 10.84
O 5.10 9.76 10.33
O 4.86 8.21 12.27
O 3.22 8.22 10.32
O 5.61 7.40 10.03
O 7.95 7.79 8.31
N 5.33 9.05 7.50
N 7.53 6.79 6.25
C 5.55 10.50 5.15
C 7.22 10.52 11.98
C 5.78 8.43 6.39
C 8.64 7.95 11.53
C 9.56 4.77 12.28
C 9.74 6.99 7.12
C 6.04 9.21 5.22
C 8.33 7.22 7.26
C 4.83 10.32 7.41
C 6.10 6.99 6.38
C 9.59 7.85 12.66
C 4.86 11.05 6.25
H 9.64 4.09 13.20
H 7.63 7.69 11.72
H 4.45 12.05 6.25
H 6.49 11.14 11.39
H 5.74 11.13 4.25
H 8.97 7.32 10.75
H 9.07 7.77 13.64
H 6.61 9.69 12.42
H 8.49 5.17 12.14
H 7.90 6.13 5.59
H 5.55 6.59 5.53
H 4.31 10.60 8.37
H 9.93 4.16 11.41
H 10.03 6.56 6.12
H 10.13 6.34 7.98
H 7.84 11.16 12.68
H 6.69 8.82 4.45
H 10.26 8.75 12.78
H 5.86 6.53 7.36
H 10.19 7.97 7.43
*
```

For the HOMO energy (spin up / spin down), the calculation gives -6.7 / -8.3 eV. As for the expectation value of S²: 6.017. For the LUMO energy (spin up / spin down), the calculation gives -0.23 / -0.26 eV. For the energy above the lowest of the compared OMol25 structures with the same formula, charge and spin, the calculation gives 10.2 kcal per mole. The calculation puts the energy at -195935.24270 eV. The gap between HOMO and LUMO (spin up / spin down) comes out at 0.2388 / 0.2942 Ha.

***

# 4
# C12H20F7NO7P

3 unconnected molecules or ions with the total composition C12H20F7NO7P (ωB97M-V/def2-TZVPD, OMol25).

ORCA input file:
```
! RIJCOSX wB97M-V def2-TZVPD def2/J DEFGRID3
* xyz 1 1
P 5.27 2.53 2.37
F -4.06 -3.54 -2.47
F -0.94 2.79 -1.55
F -4.74 -5.57 -2.14
F 3.64 -0.04 2.09
F 0.18 1.49 -0.22
F 1.20 2.56 -1.78
F -2.64 -5.08 -1.95
O -3.35 -4.75 0.61
O 0.44 0.67 -3.50
O -5.18 -3.63 -0.07
O 6.67 2.21 1.59
O 2.20 1.57 2.57
O -1.09 -0.06 -1.99
O 5.09 4.15 2.03
N 3.31 3.12 0.38
C -0.17 0.74 -2.48
C -3.88 -4.64 -1.73
C 2.12 3.62 1.17
C 2.96 1.01 1.56
C -4.09 -4.34 -0.23
C -0.46 -2.34 -2.62
C 2.01 2.98 2.55
C 4.02 1.97 1.02
C -1.44 -1.21 -2.82
C 0.05 1.91 -1.49
C -5.55 -3.32 1.30
C -4.78 -2.12 1.80
H -1.50 -0.89 -3.86
H -6.62 -3.12 1.25
H -0.40 -2.61 -1.56
H 2.97 2.82 -0.54
H 0.99 3.17 2.90
H 3.96 3.89 0.23
H 1.23 3.48 0.57
H 2.26 4.69 1.32
H -4.93 -1.26 1.14
H -0.79 -3.21 -3.18
H 0.54 -2.06 -2.96
H 2.32 0.63 0.76
H -2.44 -1.49 -2.49
H -5.13 -1.86 2.80
H -5.38 -4.20 1.92
H 2.69 3.46 3.26
H -3.71 -2.33 1.85
H 4.56 1.42 0.24
H 5.92 4.55 1.74
H 6.65 2.24 0.62
*
```

For the HOMO energy, the calculation gives -13.0 eV. For the LUMO energy, the calculation gives -3.27 eV. The calculation puts the energy at -56896.94988 eV. The gap between HOMO and LUMO comes out at 0.3584 Ha.

***

# 5
# C12H20IrN5O4

A molecular structure, C12H20IrN5O4 at a distorted geometry (ωB97M-V/def2-TZVPD, OMol25).

ORCA input file:
```
! RIJCOSX wB97M-V def2-TZVPD def2/J DEFGRID3
* xyz 3 2
Ir 0.05 0.26 -0.35
O 2.79 0.93 -6.33
O 1.80 -1.05 -6.08
O 0.25 -1.87 -4.00
O -0.26 -1.19 -1.92
N 2.55 1.69 -3.80
N -1.07 -0.95 1.44
N 1.40 0.90 -2.11
N -0.95 1.83 1.01
N 1.44 0.13 1.56
C 0.26 2.38 1.65
C 0.30 -1.15 -3.04
C 1.25 -1.13 2.30
C -2.03 1.28 1.85
C 2.21 1.88 -2.51
C 1.17 1.36 2.35
C -0.04 -1.87 1.86
C 1.95 0.55 -4.25
C -1.66 -0.08 2.45
C 2.20 0.09 -5.69
C 1.21 0.07 -3.18
C 2.65 3.02 -1.69
H -0.99 0.01 3.30
H 1.27 -1.65 -5.50
H -2.92 1.18 1.23
H 2.40 0.16 1.22
H -1.38 2.59 0.47
H -0.02 3.14 2.40
H 0.18 -2.54 1.02
H 3.68 3.30 -1.91
H 0.74 1.08 3.32
H 2.56 2.79 -0.64
H 0.82 2.90 0.87
H -2.59 -0.52 2.84
H 2.11 1.88 2.57
H -1.78 -1.41 0.88
H -0.37 -2.52 2.68
H 2.03 3.90 -1.91
H 3.13 2.29 -4.37
H 2.09 -1.81 2.12
H 1.24 -0.93 3.38
H -2.29 1.98 2.67
*
```

For the HOMO energy (spin up / spin down), the calculation gives -20.3 / -20.1 eV. As for the expectation value of S²: 0.766. For the LUMO energy (spin up / spin down), the calculation gives -13.02 / -14.27 eV. For the energy above the lowest of the compared OMol25 structures with the same formula, charge and spin, the calculation gives 0.0 kcal per mole. The calculation puts the energy at -31216.71815 eV. The gap between HOMO and LUMO (spin up / spin down) comes out at 0.2668 / 0.2130 Ha.

***

# 6
# C12H20N

A gas-phase ion, C12H20N (charge +1) at a distorted geometry (ωB97M-V/def2-TZVPD, OMol25).

ORCA input file:
```
! RIJCOSX wB97M-V def2-TZVPD def2/J DEFGRID3
* xyz 1 1
N 0.54 0.83 -0.08
C 2.04 -1.12 0.32
C 2.90 1.10 -0.61
C -1.81 -1.55 -0.14
C -0.42 0.02 -0.37
C 4.34 0.95 -0.11
C -4.39 0.47 -0.52
C -1.92 -0.05 -0.57
C -2.85 1.51 1.15
C -3.05 0.73 0.10
C 1.89 0.41 0.31
C 0.76 -1.85 0.71
C -0.28 -1.46 -0.34
H 4.64 -0.09 -0.08
H 2.66 2.17 -0.66
H -5.18 0.90 0.09
H 2.82 0.69 -1.62
H -2.09 0.00 -1.65
H -1.88 1.68 1.58
H 2.02 0.79 1.33
H -4.44 0.91 -1.52
H 2.84 -1.38 1.02
H 4.44 1.37 0.89
H 0.42 -1.55 1.70
H 5.01 1.48 -0.78
H 0.37 1.83 -0.01
H 0.01 -1.87 -1.31
H -2.09 -1.69 0.90
H 0.92 -2.93 0.71
H -2.33 -2.27 -0.77
H 2.35 -1.46 -0.67
H -3.67 2.01 1.63
H -4.56 -0.60 -0.61
*
```

For the HOMO energy, the calculation gives -13.0 eV. For the LUMO energy, the calculation gives -3.77 eV. For the energy above the lowest of the compared OMol25 structures with the same formula, charge and spin, the calculation gives 6.3 kcal per mole. The SMILES is C=C(C)[C@@H]1C[C@@H]2CC[C@@H](CC)[NH+]=C21. The calculation puts the energy at -14251.54038 eV. The gap between HOMO and LUMO comes out at 0.3411 Ha.

***

Which value of energy does entry 1 give?
-33591.21092 eV